C3H6N2 | ωB97M-V/def2-TZVPD

Geometry as ORCA input:
```
! wB97M-V def2-TZVPD RIJCOSX def2/J DEFGRID3
* xyz 0 3
N -1.220 -1.449 -2.298
N -0.432 -1.873 -1.487
C 0.741 1.175 1.427
C -0.146 0.723 0.355
C 0.028 -0.449 -0.332
H 0.824 -1.050 0.089
H 0.195 1.032 2.316
H -1.691 -2.361 -2.674
H 1.700 0.576 1.283
H -0.952 1.431 0.143
H 0.952 2.244 1.180
*
```

Computed properties:
Strongest force on any atom in Eh/bohr: 0.0864
Orbital gap (alpha / beta) in eV: 7.874 / 7.946
ΔE to the lowest compared entry with this formula, charge and spin in kcal/mol: 50.3

Atom charges from the Löwdin analysis, given in e for atoms 1 to 8:
1. N -0.068
2. N -0.062
3. C -0.126
4. C -0.250
5. C 0.005
6. H 0.044
7. H 0.062
8. H 0.112